# 1
This record from OMol25 describes C24H17CoN7O2S4 as an isolated structure. The level of theory is the ωB97M-V functional and the def2-TZVPD basis.

XYZ file:
```
55
Properties=species:S:1:pos:R:3:forces:R:3
Co -0.099 -0.238 0.805 -0.05 -0.14 -0.29
N 3.416 -0.967 1.183 -0.03 -0.10 -0.14
C 2.881 -0.070 2.034 -0.48 0.17 -0.02
N 1.619 0.264 2.046 0.43 -0.07 0.06
C 1.328 1.133 3.066 0.11 0.00 0.09
C 2.367 1.495 3.858 -0.12 -0.08 -0.12
S 3.801 0.692 3.307 0.02 0.08 0.10
C -0.072 1.557 3.117 0.02 0.17 0.20
C -0.699 2.396 3.979 0.12 -0.18 -0.13
S -2.347 2.604 3.485 0.02 0.07 0.07
C -2.073 1.529 2.146 0.21 -0.24 -0.06
N -0.864 1.040 2.118 -0.46 0.40 0.03
N -2.991 1.298 1.191 -0.15 -0.12 -0.10
H 2.811 -1.168 0.371 0.03 0.02 0.05
H 4.364 -0.791 0.894 0.03 0.00 -0.01
H 2.378 2.186 4.684 0.02 0.00 -0.01
H -0.297 2.890 4.845 -0.02 0.00 0.01
H -3.967 1.347 1.410 -0.02 0.06 0.02
H -2.711 0.827 0.319 0.12 0.07 0.03
S 3.311 -0.247 -2.013 0.08 0.06 0.07
C 1.858 -0.562 -2.865 -0.08 -0.10 0.05
C 1.789 -0.185 -4.225 0.05 0.04 -0.10
C 0.693 -0.432 -5.027 -0.19 -0.07 0.06
C 0.721 -0.026 -6.398 0.02 0.05 -0.17
N 0.759 0.307 -7.500 0.01 0.00 -0.01
C -0.440 -1.075 -4.488 0.26 0.03 0.23
C -0.400 -1.437 -3.141 0.06 0.06 0.00
C 0.699 -1.201 -2.319 0.00 -0.11 0.14
S 0.597 -1.843 -0.667 0.07 0.06 -0.13
C -1.589 -1.364 -5.273 -0.19 0.03 -0.20
N -2.520 -1.599 -5.913 0.02 -0.03 0.02
H 2.656 0.306 -4.647 -0.02 -0.01 -0.02
H -1.261 -1.919 -2.700 -0.02 0.01 -0.01
C -1.908 -3.668 3.618 0.01 -0.03 0.07
C -0.706 -3.077 3.982 -0.04 -0.06 0.04
C -0.121 -2.117 3.164 0.13 0.11 -0.01
C -0.684 -1.704 1.950 -0.08 -0.02 0.05
C -1.891 -2.340 1.608 0.07 0.07 -0.05
C -2.498 -3.289 2.418 -0.09 -0.07 -0.01
H -2.373 -4.417 4.251 0.01 0.01 0.00
H -0.219 -3.368 4.909 0.00 0.00 0.00
H 0.820 -1.676 3.487 -0.02 -0.02 0.01
H -2.356 -2.093 0.658 -0.02 -0.01 0.00
H -3.431 -3.749 2.106 0.00 0.00 0.00
O -2.083 0.707 -1.473 0.12 0.08 0.01
C -1.007 1.318 -1.511 -0.19 -0.06 0.08
C -0.574 2.222 -2.652 0.04 -0.12 -0.03
C 0.624 2.959 -2.067 0.02 0.09 0.02
C 0.832 2.298 -0.702 0.07 0.01 0.01
O 1.647 2.670 0.124 -0.09 -0.01 -0.12
N -0.080 1.288 -0.533 0.22 -0.14 0.22
H -1.400 2.847 -2.987 0.00 0.04 0.04
H -0.294 1.566 -3.479 -0.02 0.04 -0.03
H 0.443 4.024 -1.907 0.00 0.00 -0.03
H 1.541 2.855 -2.647 0.00 -0.05 0.02
```
Positions in Å, forces in eV/Å.

HOMO level (spin up / spin down)	-1.329 / -1.322	eV
multiplicity	2
electronic energy	-4434.25140	Ha
frontier orbital gap (spin up / spin down)	5.061 / 5.053	eV
LUMO energy (spin up / spin down)	0.137 / 0.137	Ha
charge	-2
M	622.648	g mol⁻¹



# 2
This record from OMol25 describes one molecule with the formula C7H12 in a non-equilibrium geometry. The level of theory is the ωB97M-V functional and the def2-TZVPD basis.

XYZ file:
```
19
Properties=species:S:1:pos:R:3:forces:R:3
C 0.655 -1.651 -1.985 -0.02 -0.18 0.05
C 0.496 -0.283 -1.423 1.02 -0.19 -1.23
C -0.689 0.115 -0.741 -0.98 0.83 2.50
C -0.263 0.334 0.857 -0.95 0.60 -2.35
C 0.296 1.737 1.028 0.36 0.03 0.62
C -0.979 1.330 1.722 -0.19 0.14 -0.27
C 0.267 -0.885 1.326 0.65 -0.98 1.10
H 0.145 -1.769 -2.955 0.06 0.06 0.08
H 0.189 -2.393 -1.317 0.15 0.11 -0.17
H 1.705 -1.922 -2.139 -0.17 0.04 0.04
H 1.278 0.453 -1.587 -0.06 -0.12 0.06
H -1.090 1.102 -0.997 0.00 -0.17 -0.30
H -1.487 -0.631 -0.778 0.04 0.06 -0.06
H 0.237 2.444 0.200 0.00 -0.31 0.11
H 1.191 1.829 1.637 -0.13 0.07 -0.04
H -1.906 1.755 1.343 0.12 -0.08 0.05
H -0.969 1.190 2.801 0.08 -0.08 -0.20
H 0.716 -1.587 0.635 -0.05 0.08 0.18
H 0.207 -1.169 2.373 0.07 0.07 -0.16
```
Positions in Å, forces in eV/Å.

HOMO level (spin up / spin down)	-7.274 / -7.412	eV
electronic energy	-273.74816	Ha
frontier orbital gap (spin up / spin down)	7.702 / 8.225	eV
LUMO energy (spin up / spin down)	0.016 / 0.030	Ha
energy above the lowest of the compared OMol25 structures with the same formula, charge and spin	421.1	kJ/mol
M	96.173	g mol⁻¹



# 3
This record from OMol25 describes a 2-piece molecular cluster, C4H8O3 overall. The level of theory is the ωB97M-V functional and the def2-TZVPD basis.

XYZ file:
```
15
Properties=species:S:1:pos:R:3:forces:R:3
C 0.344 -0.065 -2.630 -0.05 -0.03 -0.04
C 1.073 0.173 -1.339 0.02 -0.12 0.19
O -2.163 1.078 2.697 -0.01 -0.07 0.17
C 0.858 -0.541 -0.236 -0.12 0.06 -0.38
O 1.558 -0.356 0.916 0.00 -0.05 0.09
C -1.224 0.358 2.091 0.19 -0.35 0.12
O -0.663 -0.587 2.597 -0.28 0.45 -0.24
H -0.106 0.861 -3.011 0.07 -0.15 0.06
H 1.015 -0.444 -3.411 -0.10 0.08 0.12
H -0.461 -0.798 -2.497 0.14 0.11 -0.03
H 1.837 0.949 -1.305 -0.09 -0.10 -0.02
H -2.270 0.709 3.590 -0.06 0.06 -0.05
H 0.105 -1.333 -0.212 0.11 0.10 -0.01
H 1.029 -0.719 1.645 0.11 0.06 -0.08
H -1.038 0.738 1.077 0.06 -0.07 0.10
```
Positions in Å, forces in eV/Å.

HOMO level	-8.507	eV
electronic energy	-382.91482	Ha
frontier orbital gap	9.126	eV
SMILES string	C/C=C/O.O=CO
LUMO energy	0.023	Ha
energy above the lowest of the compared OMol25 structures with the same formula, charge and spin	131.3	kJ/mol
M	104.105	g mol⁻¹



# 4
This record from OMol25 describes C37H42MnN6O3 as an isolated structure in a non-equilibrium geometry. The level of theory is the ωB97M-V functional and the def2-TZVPD basis.

XYZ file:
```
89
Properties=species:S:1:pos:R:3:forces:R:3
Mn 0.601 0.284 0.062 -0.61 1.00 0.38
C -0.004 0.876 3.035 -0.06 0.08 0.06
C 1.423 0.440 3.330 0.01 0.01 0.01
C 1.830 -0.831 2.634 -0.18 0.02 0.05
C 2.802 -1.653 3.186 -0.05 0.02 0.04
C 3.125 -2.846 2.565 0.03 -0.04 0.00
C 2.447 -3.202 1.409 -0.04 0.00 0.02
C 1.506 -2.327 0.913 0.02 0.02 0.06
N 1.195 -1.154 1.496 0.54 -0.23 -0.45
N -0.174 1.536 1.727 -0.05 -0.29 0.04
C -1.600 1.765 1.458 0.00 0.06 -0.04
C -1.736 2.175 0.018 -0.23 -0.17 0.00
C -2.677 3.082 -0.438 0.02 -0.07 0.02
C -2.749 3.348 -1.797 -0.01 0.02 -0.04
C -1.868 2.711 -2.658 -0.02 -0.02 0.03
C -0.943 1.834 -2.121 0.05 0.12 0.04
N -0.880 1.561 -0.810 0.39 0.20 -0.38
C 0.524 2.839 1.692 -0.01 0.00 0.08
C 1.910 2.715 1.145 0.00 0.00 -0.01
C 2.875 3.682 1.367 -0.01 -0.03 0.02
C 4.114 3.534 0.769 0.03 0.03 0.00
C 4.344 2.419 -0.020 0.02 -0.03 -0.02
C 3.332 1.492 -0.186 -0.05 0.03 0.13
N 2.123 1.636 0.387 0.33 -0.02 -0.06
H -0.663 0.005 3.036 0.02 -0.03 0.03
H -0.343 1.549 3.832 -0.02 0.03 -0.03
H 2.137 1.231 3.089 -0.02 0.03 0.02
H 1.515 0.287 4.406 0.00 -0.03 -0.01
H 3.295 -1.351 4.101 0.00 -0.01 0.00
H 3.887 -3.491 2.982 0.00 0.00 0.00
H 2.649 -4.126 0.886 0.01 0.00 0.01
H 0.981 -2.554 -0.002 0.01 -0.01 -0.01
H -2.125 0.821 1.615 -0.01 0.00 -0.02
H -2.034 2.521 2.123 0.04 0.01 0.01
H -3.336 3.575 0.265 -0.01 0.00 -0.01
H -3.477 4.053 -2.178 0.01 0.00 0.00
H -1.881 2.895 -3.722 0.00 0.00 0.00
H -0.210 1.341 -2.749 0.00 -0.01 0.01
H -0.030 3.514 1.035 -0.01 0.00 0.01
H 0.526 3.304 2.684 0.01 -0.01 0.00
H 2.654 4.533 1.997 -0.01 0.00 -0.01
H 4.887 4.275 0.919 0.00 -0.01 0.00
H 5.294 2.262 -0.509 0.00 -0.01 0.01
H 3.460 0.613 -0.797 -0.01 -0.02 -0.04
O -0.777 -1.142 -1.244 -0.06 -0.45 0.36
C -0.088 -1.707 -2.404 -0.17 0.02 0.00
C 1.286 -1.007 -2.482 0.37 0.24 0.06
O 1.999 -1.182 -3.449 -0.05 -0.12 0.05
O 1.595 -0.254 -1.475 -0.14 -0.48 -0.50
C -0.979 -1.434 -3.622 0.05 0.06 0.02
C -2.319 -1.820 -3.540 -0.01 -0.01 0.00
C -3.205 -1.559 -4.571 0.00 0.01 -0.03
C -2.759 -0.909 -5.715 -0.01 0.00 0.01
C -1.429 -0.538 -5.812 0.03 0.01 0.01
C -0.538 -0.796 -4.776 -0.03 0.03 0.01
C 0.072 -3.213 -2.191 0.00 0.05 -0.06
C -0.767 -3.909 -1.325 -0.01 0.00 0.00
C -0.641 -5.281 -1.158 0.00 -0.02 -0.02
C 0.328 -5.981 -1.862 -0.01 0.00 -0.01
C 1.156 -5.296 -2.739 -0.01 0.02 0.01
C 1.028 -3.925 -2.910 0.01 -0.01 0.01
H -1.423 -0.520 -1.600 0.01 0.06 -0.01
H -2.662 -2.367 -2.668 0.00 -0.03 0.02
H -4.236 -1.881 -4.499 0.00 0.01 0.01
H -3.442 -0.709 -6.529 0.00 -0.01 0.00
H -1.069 -0.047 -6.707 0.00 0.00 0.00
H 0.501 -0.519 -4.873 -0.01 -0.01 -0.02
H -1.524 -3.372 -0.770 0.00 0.02 0.02
H -1.302 -5.812 -0.482 0.01 0.00 0.01
H 0.430 -7.050 -1.737 0.00 0.00 0.00
H 1.910 -5.832 -3.301 -0.01 0.00 -0.01
H 1.673 -3.400 -3.601 0.01 0.00 0.01
N -4.826 -3.361 0.977 0.07 0.07 0.01
C -3.532 -3.670 1.691 -0.04 -0.03 -0.06
C -2.871 -2.349 2.071 0.02 0.01 -0.03
N -2.669 -1.458 0.943 -0.17 -0.06 0.18
C -3.882 -1.236 0.178 0.01 -0.04 0.02
C -4.575 -2.525 -0.254 -0.02 -0.05 0.04
H -5.435 -2.838 1.612 -0.05 -0.03 0.01
H -5.323 -4.219 0.738 0.03 -0.04 -0.04
H -2.922 -4.231 0.983 0.00 -0.03 0.02
H -3.763 -4.298 2.549 0.00 0.04 0.02
H -1.913 -2.569 2.542 0.01 0.02 0.00
H -3.489 -1.842 2.822 0.01 -0.01 0.01
H -1.893 -1.741 0.356 0.05 0.06 -0.06
H -3.665 -0.651 -0.717 0.02 0.00 0.00
H -4.577 -0.639 0.781 -0.01 0.00 -0.02
H -3.937 -3.125 -0.901 -0.01 -0.01 -0.04
H -5.532 -2.353 -0.745 0.00 0.04 0.01
```
Positions in Å, forces in eV/Å.

HOMO level (spin up / spin down)	-13.072 / -12.601	eV
multiplicity	2
electronic energy	-3139.97248	Ha
frontier orbital gap (spin up / spin down)	8.173 / 7.704	eV
LUMO energy (spin up / spin down)	-0.180 / -0.180	Ha
charge	+2
M	673.720	g mol⁻¹